# 1
{
  "formula": "C9H17NNdOP",
  "method": "the ωB97M-V functional and the def2-TZVPD basis",
  "multiplicity": 4,
  "homo_lumo_gap_ev": [4.824, 4.866],
  "fmax_ev_per_a": 3.1,
  "homo_ev": [-5.09, -5.13],
  "species": ["C", "C", "C", "C", "C", "Nd", "P", "H", "H", "H", "H", "H", "H", "H", "H", "C", "N", "C", "C", "C", "O", "H", "H", "H", "H", "H", "H", "H", "H", "H"],
  "xyz": [[-0.31906, -0.76621, -1.86623], [-0.62092, 0.14192, -2.84993], [-0.44534, 1.55993, -2.85276], [0.28006, 2.31941, -1.88210], [0.86465, 1.90415, -0.70215], [-0.70322, 0.45635, 0.04823], [0.15622, -2.48280, 0.68739], [-0.25208, -1.83493, -2.15524], [-0.98327, -0.27637, -3.80515], [-0.69864, 2.06648, -3.79802], [1.64500, 2.54371, -0.24987], [0.39322, 3.37806, -2.18384], [1.41582, -2.72500, 1.32282], [0.21736, -3.65360, -0.13832], [-0.60962, -3.11996, 1.71614], [0.13416, 2.46271, 5.17412], [0.48299, 1.43910, 4.17745], [1.27889, 0.31183, 4.66445], [0.05239, 1.46872, 2.93304], [-0.79976, 2.61182, 2.40825], [0.34194, 0.48895, 2.13905], [0.58576, 2.15548, 6.12329], [-0.95086, 2.54559, 5.30577], [0.52527, 3.44576, 4.89196], [0.74041, -0.63845, 4.55537], [2.23330, 0.24788, 4.12761], [1.46850, 0.50796, 5.73090], [-0.29498, 3.14738, 1.57535], [-1.79678, 2.24587, 2.06444], [-1.00639, 3.36357, 3.18157]],
  "forces_ev_per_a": [[0.242, -0.613, 1.182], [-0.005, 0.000, -0.916], [-0.176, -0.198, 0.484], [-0.094, 0.641, -0.828], [0.073, -0.481, 0.927], [0.318, 0.001, -2.713], [0.187, -0.544, 0.367], [-0.251, 0.589, -0.146], [0.093, 0.353, 0.118], [-0.157, -0.105, 0.709], [-0.432, 0.018, -0.280], [0.148, -0.360, -0.036], [-0.363, 0.048, -0.118], [-0.090, 0.582, 0.184], [0.265, -0.028, -0.136], [-0.030, 0.137, -0.046], [-0.063, 0.359, 0.854], [0.210, -0.132, 0.144], [0.220, -1.803, -2.215], [-0.226, 0.583, 0.420], [-0.351, 1.826, 2.493], [-0.238, 0.290, -0.282], [0.216, -0.085, 0.013], [-0.001, -0.187, 0.090], [0.130, 0.278, -0.058], [-0.282, -0.031, 0.081], [0.051, -0.332, -0.536], [-0.161, -0.661, 0.281], [0.751, 0.130, 0.194], [0.017, -0.276, -0.232]]
}

# 2
{
  "formula": "C9H17S3",
  "method": "the ωB97M-V functional and the def2-TZVPD basis",
  "multiplicity": 1,
  "homo_lumo_gap_ev": 5.912,
  "total_charge": 1,
  "fmax_ev_per_a": 1.1,
  "homo_ev": -11.26,
  "species": ["C", "C", "C", "S", "C", "C", "H", "H", "H", "H", "H", "H", "H", "H", "H", "H", "C", "C", "S", "C", "S", "C", "H", "H", "H", "H", "H", "H", "H"],
  "xyz": [[-0.80495, -1.82209, 1.63744], [-1.78975, -1.10273, 0.71180], [-2.36160, 0.15665, 1.35733], [-1.10299, 1.39488, 1.72501], [-0.11466, 0.32522, 2.78922], [0.36469, -0.94043, 2.08343], [-1.35022, -2.14786, 2.53274], [-0.42377, -2.72428, 1.14537], [-1.30594, -0.83450, -0.23600], [-2.62702, -1.76892, 0.46964], [-3.07210, 0.66356, 0.68968], [-2.87655, -0.09464, 2.29412], [0.72986, 0.94911, 3.11347], [-0.71950, 0.06631, 3.66845], [1.00337, -1.49575, 2.78162], [0.98991, -0.66100, 1.22548], [2.73645, 2.30393, -4.01694], [1.40710, 1.66426, -4.36984], [0.18474, 1.63183, -3.02435], [1.05628, 1.30018, -1.62326], [2.72229, 1.30150, -1.38105], [3.46282, 1.39918, -3.03960], [3.33590, 2.35802, -4.93332], [2.61588, 3.32141, -3.62879], [0.89553, 2.20959, -5.17535], [1.55387, 0.62023, -4.67400], [0.44978, 1.11927, -0.72515], [3.49361, 0.37044, -3.42066], [4.48746, 1.74800, -2.84926]],
  "forces_ev_per_a": [[0.052, -0.028, -0.080], [-0.124, 0.021, 0.141], [-0.325, 0.153, -0.310], [0.091, -0.119, -0.127], [0.403, 0.215, 0.141], [-0.080, 0.021, 0.179], [0.071, -0.035, -0.106], [-0.078, 0.106, 0.108], [-0.002, -0.040, 0.046], [0.171, 0.028, -0.005], [0.057, -0.247, 0.223], [0.021, 0.087, -0.207], [-0.201, -0.265, 0.061], [0.169, 0.099, -0.114], [-0.068, 0.012, -0.161], [-0.042, -0.044, 0.028], [-0.066, -0.132, 0.073], [-0.210, 0.186, -0.310], [0.156, -0.459, 0.684], [0.583, 0.370, -0.834], [-0.764, -0.340, 0.084], [0.386, 0.108, 0.083], [-0.097, 0.045, 0.165], [0.026, -0.184, -0.071], [0.083, -0.229, 0.237], [-0.155, 0.288, -0.080], [0.045, 0.314, 0.008], [0.184, 0.251, 0.141], [-0.285, -0.183, 0.001]]
}